C25H36Br48IN4 | ωB97M-V/def2-TZVPD

Results
highest occupied orbital energy	-0.4156	Eh
ΔE to the lowest compared entry with this formula, charge and spin	0.00	kJ/mol
orbital gap	8.87	eV

ORCA input file:
```
! RIJCOSX wB97M-V def2-TZVPD def2/J DEFGRID3
* xyz 1 1
I 0.68 2.17 0.77
Br 3.02 0.70 3.46
Br 3.46 -7.40 6.18
Br 8.46 -1.73 4.60
Br 3.54 10.74 6.02
Br 2.90 -4.97 -0.10
Br 4.48 -0.10 -10.29
Br -4.71 -2.30 3.46
Br 2.93 -1.96 0.94
Br 2.24 0.99 -6.39
Br 0.06 -8.80 -3.29
Br 4.73 8.88 3.73
Br 7.42 -1.29 -10.39
Br 2.26 -1.93 -7.62
Br 6.13 -2.23 6.68
Br -6.62 -2.57 -3.52
Br -0.85 -5.17 -1.93
Br 1.34 -4.55 3.77
Br -0.02 7.20 -0.41
Br -0.06 -2.27 -0.97
Br -1.79 -4.60 4.33
Br 1.75 -8.38 -0.63
Br -13.01 -2.28 -0.40
Br 2.82 7.65 5.94
Br -3.26 -0.23 6.41
Br 2.30 -0.98 6.05
Br 5.98 6.39 -1.61
Br 5.49 -2.11 3.56
Br 6.09 -0.62 -7.59
Br -5.63 -1.57 -0.68
Br -5.65 -5.22 2.65
Br 3.09 7.19 -2.68
Br -2.63 -2.67 -2.81
Br 3.22 -8.51 -3.44
Br -11.73 -2.38 2.51
Br 5.65 -3.40 0.25
Br 5.21 5.81 -4.65
Br -4.79 -0.78 9.13
Br -5.95 -4.67 -1.23
Br -9.94 -1.59 0.01
Br 0.00 0.05 4.10
Br -7.64 -2.76 2.31
Br 2.76 -10.39 5.36
Br 1.16 6.20 2.38
Br 2.52 -8.06 3.22
Br 0.26 -4.90 6.74
Br -6.40 -0.75 6.39
Br 1.95 -1.51 -4.49
Br 0.59 9.28 1.90
N 0.41 2.20 -3.08
N -1.70 1.99 -2.37
N -0.83 0.44 -3.92
N -3.19 4.78 -1.88
C 5.78 -1.20 -9.40
C -6.62 -2.92 -1.63
C -2.36 0.93 -1.51
C -11.70 -1.53 0.79
C 3.25 9.21 4.91
C -0.06 -4.11 5.02
C 1.12 7.62 1.09
C -3.33 1.47 -0.51
C 2.69 2.71 -1.48
C -1.18 3.25 -1.75
C 6.60 -1.46 4.99
C 3.79 -3.27 -0.18
C 4.96 6.97 -3.13
C 1.35 3.21 -0.97
C 1.82 -0.57 4.25
C -4.91 -0.03 7.37
C 2.73 -0.85 -6.12
C -1.51 -3.44 -1.45
C -6.20 -3.52 3.34
C 2.99 1.21 -1.37
C 1.63 -8.00 -2.51
C 2.36 -8.53 5.08
C -1.89 4.45 -2.43
C -0.73 1.52 -3.15
C 0.31 3.26 -2.08
H -1.25 5.32 -2.36
H -1.59 0.34 -1.01
H -2.01 4.20 -3.48
H -2.85 2.09 0.23
H -3.76 0.63 0.02
H -3.12 5.49 -1.17
H -5.09 1.03 7.48
H -2.12 -3.56 -0.57
H 3.51 0.88 -2.26
H -1.43 3.33 -0.71
H -0.06 -3.04 5.15
H -1.34 -0.39 -3.66
H 1.47 4.23 -0.64
H 1.34 -8.37 5.37
H 3.46 3.25 -0.94
H 6.44 -0.39 5.07
H 2.39 9.41 4.28
H -2.89 0.27 -2.18
H 0.91 2.41 -3.93
H 5.38 -2.20 -9.35
H 2.10 0.61 -1.29
H 3.80 -0.89 -6.01
H 1.89 -1.48 3.67
H -11.95 -0.49 0.93
H 5.32 7.94 -3.41
H 3.72 -2.92 -1.20
H -6.56 -3.68 4.34
H 0.51 4.21 -2.57
H -4.14 2.01 -0.99
H 3.65 1.00 -0.54
H 2.12 7.76 0.70
H -3.65 3.99 -1.47
H -0.27 0.43 -4.76
H -7.64 -2.87 -1.29
H 2.81 3.00 -2.51
H 1.53 -6.93 -2.61
*
```

---

C25H36F24N9O17S8 | ωB97M-V/def2-TZVPD

Results
highest occupied orbital energy	-0.2793	Eh
orbital gap	8.74	eV

ORCA input file:
```
! RIJCOSX wB97M-V def2-TZVPD def2/J DEFGRID3
* xyz -1 1
S 0.92 4.24 -2.60
S -3.02 2.06 4.72
S -3.80 -0.67 4.79
S -1.55 -4.40 -3.91
S -0.73 5.13 -4.72
S 4.62 0.68 -0.53
S 5.49 -0.80 -2.64
S -0.80 -4.93 -1.16
F -1.67 -6.91 0.52
F -5.56 2.54 4.80
F -4.55 3.07 6.62
F 2.06 4.43 -0.15
F 1.28 6.32 -1.02
F -1.69 -1.73 -4.53
F -3.13 -5.72 -0.54
F -3.23 5.30 -3.93
F 2.33 0.06 0.45
F -2.01 -7.23 -1.64
F 7.03 -3.08 -2.58
F -4.26 4.32 4.91
F -3.01 4.10 -5.67
F -3.46 -2.53 -3.48
F -3.00 -2.98 -5.52
F -2.18 -2.75 5.54
F -2.83 -2.68 3.55
F -0.03 4.87 -0.11
F -2.44 3.26 -3.83
F -1.24 -1.31 4.17
F 5.67 -2.80 -0.90
F 3.72 1.07 1.79
F 3.88 -1.03 1.35
F 4.97 -3.41 -2.87
O -0.26 -4.19 -4.52
O -0.90 6.45 -5.21
O 4.08 1.93 -0.92
O -3.20 2.12 3.30
O -2.49 -5.46 -4.35
O -0.78 -4.03 -0.02
O -1.89 2.74 5.33
O -4.72 -1.36 5.70
O 2.23 4.39 -3.19
O -0.24 0.90 -0.90
O 0.43 -5.44 -1.69
O 4.89 -0.74 -3.95
O -4.26 -0.59 3.43
O 6.81 -0.23 -2.41
O 5.96 0.83 -0.01
O 0.44 2.90 -2.54
O -0.08 4.17 -5.49
N -0.19 5.19 -3.23
N 4.38 -0.49 -1.52
N -2.65 -0.71 0.19
N 0.95 1.64 4.47
N -3.13 0.64 5.43
N 1.35 0.07 5.91
N 1.63 -1.46 -3.14
N 2.06 0.24 -4.39
N -1.61 -4.13 -2.32
C -3.22 -2.07 0.41
C 2.25 1.30 4.34
C -2.49 -2.85 -4.34
C 3.62 0.10 0.84
C -0.14 -0.82 7.73
C 1.87 -0.15 -3.12
C -1.66 -0.43 1.27
C 2.48 0.25 5.16
C 2.11 -0.88 -5.22
C -1.27 0.42 -1.71
C -3.76 0.31 0.24
C -2.43 -1.90 4.57
C 3.52 2.25 -4.64
C -4.42 3.04 5.27
C 1.23 -0.88 7.04
C -1.94 -6.33 -0.65
C 2.14 1.68 -4.84
C 0.25 2.60 3.60
C 0.41 0.93 5.47
C 1.85 -1.96 -4.42
C 5.84 -2.67 -2.22
C -2.43 4.43 -4.52
C 1.26 -2.33 -1.99
C 1.05 5.01 -0.86
C -1.87 -0.88 -1.16
H -3.65 -2.06 1.41
H 2.01 -0.65 7.75
H -1.27 0.56 1.10
H -2.18 -0.56 2.19
H 0.94 2.80 2.80
H -0.23 0.23 8.02
H 1.85 -3.01 -4.57
H 3.29 -0.39 5.35
H -1.05 -1.59 -0.90
H -2.55 -1.27 -1.92
H -0.91 -1.19 1.22
H 0.19 1.68 -1.32
H 2.90 1.75 3.63
H -0.21 -1.52 8.57
H -0.94 -1.04 7.08
H 3.44 3.23 -5.09
H 1.45 -1.87 6.54
H -0.99 0.18 -2.75
H 1.36 2.26 -4.34
H -2.37 -2.78 0.34
H 2.26 -0.88 -6.27
H -0.62 2.15 3.15
H 0.15 -2.56 -1.98
H 4.31 1.62 -4.98
H 1.38 -1.59 -1.21
H 1.75 1.51 -5.85
H 3.71 2.44 -3.59
H 1.90 -3.19 -1.77
H -3.92 -2.24 -0.40
H -0.59 1.04 5.86
H -4.27 0.23 -0.72
H -3.26 1.25 0.22
H 0.02 3.49 4.24
H -4.48 0.19 1.07
H 1.78 0.48 -2.21
H -2.05 1.19 -1.77
*
```

---

C25H36F6N10OSbTcTe | ωB97M-V/def2-TZVPD

Results
highest occupied orbital energy (spin up / spin down)	-0.3282 / -0.3281	Eh
ΔE to the lowest compared entry with this formula, charge and spin	87.11	kJ/mol
⟨S²⟩	2.11
orbital gap (spin up / spin down)	6.78 / 6.54	eV

ORCA input file:
```
! RIJCOSX wB97M-V def2-TZVPD def2/J DEFGRID3
* xyz 0 3
Te -3.00 -0.98 1.73
Sb -0.34 -0.96 4.25
Tc -0.95 -0.18 0.05
F -1.49 -2.41 3.98
F 1.10 -2.14 4.11
F -1.80 0.25 4.17
F -0.23 -0.62 2.26
F -0.49 -1.10 6.10
F 0.76 0.56 4.38
O 1.98 -0.22 -0.02
N -1.22 -2.17 -0.29
N -1.57 -4.19 -1.08
N -1.06 -0.60 -4.11
N -1.74 -4.19 0.26
N -0.77 2.02 0.48
N -0.92 0.73 -3.93
N -1.13 -2.45 -2.64
N -0.84 -0.15 -1.98
N -1.54 -3.01 0.73
N -0.81 1.02 -2.69
C -2.94 1.93 -0.74
C 4.19 0.49 0.61
C 3.08 -1.67 -2.48
C -4.70 0.38 -2.22
C -4.87 1.76 -2.18
C -2.79 0.55 -0.76
C 3.24 2.16 2.24
C 2.25 -2.75 -1.79
C -3.98 2.53 -1.45
C 3.22 -0.19 -0.29
C -0.65 2.22 1.94
C 3.80 -0.75 -1.52
C 5.43 0.83 0.12
C 0.45 2.55 -0.18
C 3.96 0.82 2.06
C -1.27 -2.94 -1.39
C 5.86 0.46 -1.14
C -4.51 -2.05 0.71
C -1.01 -1.11 -2.90
C 5.06 -0.38 -1.91
C -4.37 0.64 1.98
C 2.31 -0.80 -3.47
C 3.30 -0.32 2.82
C -3.66 -0.21 -1.52
C -1.95 2.79 -0.02
H -5.24 0.22 2.50
H -4.07 3.61 -1.44
H -3.92 1.39 2.63
H -4.67 1.08 1.04
H 0.61 3.59 0.11
H 0.19 1.67 2.34
H 3.86 -2.19 -3.05
H -1.25 -3.07 -3.42
H 0.34 2.48 -1.26
H 3.93 -1.21 2.81
H 1.46 -2.31 -1.17
H 1.77 -1.41 -4.19
H -0.51 3.28 2.17
H 3.70 2.94 1.64
H 2.20 2.07 1.93
H 3.00 -0.16 -4.02
H -5.67 2.23 -2.73
H -2.44 3.27 0.83
H -1.55 1.87 2.45
H 1.31 1.96 0.13
H 2.88 -3.36 -1.14
H -3.52 -1.28 -1.61
H 6.84 0.75 -1.50
H -5.37 -0.23 -2.82
H -5.10 -1.40 0.07
H -1.61 3.58 -0.69
H -5.13 -2.46 1.51
H 4.96 0.94 2.49
H 3.25 2.45 3.29
H 3.15 -0.02 3.85
H -4.08 -2.88 0.15
H 6.10 1.38 0.77
H 1.61 -0.16 -2.95
H 5.45 -0.77 -2.85
H 2.35 -0.58 2.37
H 1.80 -3.40 -2.53
*
```